Computed, not measured: C10H36O12Ti as an isolated structure at a distorted geometry, with ωB97M-V/def2-TZVPD.

## Properties
Multiplicity: 4
Molar mass (g mol⁻¹): 396.25
Charge: -1
Kohn-Sham gap (spin up / spin down) (eV): 4.638 / 4.586
HOMO energy (spin up / spin down) (Eh): -0.1194 / -0.1198

Element x y z (Å)
1 Ti 4.09 0.18 -2.39
2 C 0.76 0.30 -0.58
3 O 1.45 1.29 -0.51
4 O 1.26 -0.72 -1.10
5 O -0.38 0.32 -0.15
6 C -4.18 -0.32 -3.65
7 O -2.77 -0.53 -3.48
8 H -4.38 -0.22 -4.71
9 H -4.69 -1.21 -3.29
10 H -4.47 0.60 -3.15
11 H -2.44 -0.57 -2.58
12 C 2.62 -2.57 2.89
13 O 3.24 -2.52 1.67
14 H 1.77 -3.23 2.77
15 H 3.29 -3.00 3.64
16 H 2.31 -1.56 3.17
17 H 2.73 -2.06 1.00
18 C -2.75 -3.88 -0.82
19 O -1.54 -3.71 -0.17
20 H -3.16 -4.88 -0.68
21 H -3.45 -3.15 -0.42
22 H -2.66 -3.90 -1.91
23 H -1.13 -2.85 -0.34
24 C 6.06 0.98 1.11
25 O 5.47 1.73 0.03
26 H 5.44 0.53 1.89
27 H 6.69 0.20 0.69
28 H 6.77 1.60 1.65
29 H 4.57 1.97 0.26
30 C -3.69 2.87 1.65
31 O -3.83 1.96 0.63
32 H -4.11 3.83 1.33
33 H -4.19 2.51 2.55
34 H -2.64 3.07 1.83
35 H -2.99 1.52 0.55
36 C -1.28 4.14 -2.54
37 O -0.10 4.66 -1.91
38 H -1.94 4.89 -2.98
39 H -1.00 3.41 -3.29
40 H -1.82 3.55 -1.80
41 H 0.36 3.88 -1.59
42 C -2.17 -1.14 3.64
43 O -1.40 0.01 3.62
44 H -2.93 -1.07 4.42
45 H -2.73 -1.19 2.71
46 H -1.71 -2.11 3.83
47 H -1.29 0.28 2.71
48 C 0.87 -4.18 -4.44
49 O 2.08 -3.54 -3.93
50 H 0.07 -3.45 -4.54
51 H 1.26 -4.66 -5.34
52 H 0.55 -4.97 -3.76
53 H 1.78 -2.98 -3.21
54 C 2.03 3.33 3.54
55 O 2.45 3.83 2.29
56 H 0.95 3.43 3.66
57 H 2.20 2.25 3.57
58 H 2.63 3.77 4.34
59 H 2.08 3.28 1.60

Atom charges from the natural (NBO) analysis, given in e for atoms 1 to 8: atom 1 (Ti): 0.883, atom 2 (C): 0.904, atom 3 (O): -0.931, atom 4 (O): -0.952, atom 5 (O): -0.898, atom 6 (C): -0.241, atom 7 (O): -0.753, atom 8 (H): 0.168

***

Computed, not measured: C31H29AsF12N5O9SW as an isolated structure at a distorted geometry, with ωB97M-V/def2-TZVPD.

## Properties
Molar mass (g mol⁻¹): 1134.40
Charge: +1
Kohn-Sham gap (eV): 5.899
HOMO energy (Eh): -0.3952

Element x y z (Å)
1 W 0.11 0.48 -0.25
2 C 7.24 1.23 1.22
3 C 5.74 1.07 1.21
4 C 5.04 0.75 2.37
5 C 3.67 0.64 2.37
6 C 2.91 0.81 1.20
7 N 1.51 0.72 1.27
8 C 0.84 -0.35 1.95
9 C 1.57 -1.35 2.78
10 C 1.21 -1.61 4.03
11 C 0.10 -0.93 4.72
12 C -0.13 -1.28 6.16
13 C -0.67 -0.07 4.06
14 C -0.53 0.22 2.59
15 C -0.67 1.75 2.21
16 O -0.55 1.92 0.81
17 C 0.34 2.66 3.00
18 F -0.28 3.29 4.01
19 F 0.89 3.56 2.20
20 F 1.33 1.95 3.58
21 C -2.12 2.32 2.43
22 F -2.08 3.65 2.22
23 F -2.99 1.82 1.55
24 F -2.60 2.10 3.65
25 C 3.61 1.17 0.04
26 C 5.00 1.29 0.07
27 C 2.88 1.49 -1.24
28 O 1.57 0.99 -1.23
29 C 2.72 3.02 -1.42
30 F 3.88 3.66 -1.35
31 F 2.14 3.33 -2.58
32 F 1.92 3.48 -0.44
33 C 3.52 0.84 -2.50
34 F 4.61 1.49 -2.90
35 F 2.66 0.82 -3.52
36 F 3.85 -0.43 -2.23
37 H 7.69 0.69 2.05
38 H 7.52 2.28 1.31
39 H 7.68 0.85 0.29
40 H 5.58 0.61 3.30
41 H 3.16 0.44 3.30
42 H 2.38 -1.86 2.29
43 H 1.75 -2.37 4.59
44 H 0.72 -0.95 6.77
45 H -0.21 -2.36 6.28
46 H -1.03 -0.81 6.54
47 H -1.52 0.40 4.56
48 H 5.53 1.57 -0.84
49 O -1.68 -2.63 0.19
50 As -2.18 -2.04 1.80
51 O -1.62 -0.31 1.87
52 O 0.40 -1.10 0.72
53 C -3.93 -1.50 1.15
54 C -4.96 -1.89 2.01
55 C -6.29 -1.62 1.71
56 C -6.60 -0.96 0.53
57 C -5.59 -0.56 -0.33
58 C -4.26 -0.83 -0.03
59 S -3.14 -0.22 -1.29
60 O -2.96 -1.23 -2.30
61 O -3.68 1.04 -1.74
62 O -1.84 0.06 -0.60
63 H -0.79 -2.99 0.23
64 H -4.72 -2.41 2.93
65 H -7.07 -1.93 2.39
66 H -7.63 -0.74 0.28
67 H -5.84 -0.02 -1.23
68 N -0.72 1.71 -3.13
69 N -0.69 2.07 -1.74
70 H -0.99 2.52 -3.67
71 H -1.48 1.04 -3.22
72 H -1.63 2.34 -1.40
73 H -0.09 2.88 -1.62
74 N 0.14 -0.95 -1.87
75 C -0.18 -1.49 -2.84
76 N -0.53 -2.10 -3.92
77 C 0.09 -1.78 -5.22
78 C -1.02 -1.61 -6.24
79 O -1.85 -2.76 -6.26
80 C -2.52 -2.93 -5.02
81 C -1.52 -3.19 -3.91
82 H 0.75 -2.60 -5.50
83 H 0.67 -0.86 -5.11
84 H -0.60 -1.50 -7.23
85 H -1.61 -0.72 -6.00
86 H -3.18 -3.79 -5.14
87 H -3.11 -2.05 -4.78
88 H -0.99 -4.13 -4.08
89 H -2.01 -3.21 -2.94

Atom charges from the Mulliken analysis, given in e for atoms 1 to 8: atom 1 (W): 2.040, atom 2 (C): -1.580, atom 3 (C): 0.361, atom 4 (C): -1.399, atom 5 (C): -0.602, atom 6 (C): 0.253, atom 7 (N): 0.128, atom 8 (C): 3.483

***

Computed, not measured: a single C4H6N2O2 molecule at a distorted geometry, with ωB97M-V/def2-TZVPD.

## Properties
Molar mass (g mol⁻¹): 114.10
Kohn-Sham gap (eV): 8.141
HOMO energy (Eh): -0.3262

Element x y z (Å)
1 C -1.84 -1.63 1.19
2 N -0.89 -0.80 0.32
3 N -0.12 0.00 0.97
4 C 0.64 0.85 0.41
5 C 0.91 0.80 -1.05
6 O 0.33 0.00 -1.71
7 C 2.04 1.61 -1.44
8 O 2.49 2.42 -0.68
9 H -1.42 -2.63 1.13
10 H -2.79 -1.55 0.71
11 H -2.01 -1.33 2.26
12 H -1.02 -0.59 -0.78
13 H 1.28 1.35 1.12
14 H 2.40 1.51 -2.45

Atom charges from the natural (NBO) analysis, given in e for atoms 1 to 8: atom 1 (C): -0.414, atom 2 (N): -0.372, atom 3 (N): -0.148, atom 4 (C): -0.191, atom 5 (C): 0.387, atom 6 (O): -0.549, atom 7 (C): 0.345, atom 8 (O): -0.452

***

Computed, not measured: a 2-piece molecular cluster, C3H9FN2 overall at a distorted geometry, with ωB97M-V/def2-TZVPD.

## Properties
Molar mass (g mol⁻¹): 92.12
Kohn-Sham gap (eV): 10.264
HOMO energy (Eh): -0.3402

Element x y z (Å)
1 C -1.54 -1.07 -0.49
2 C -1.60 0.00 0.52
3 N -1.42 1.20 0.21
4 F -1.35 2.10 1.31
5 H -2.51 -1.37 -1.01
6 H -1.12 -2.06 -0.18
7 H -0.99 -0.56 -1.38
8 H -1.68 -0.30 1.57
9 C 1.67 0.32 0.54
10 N 1.63 0.31 -0.95
11 H 1.47 1.33 0.87
12 H 0.71 -0.12 0.75
13 H 2.58 -0.19 0.90
14 H 2.23 1.01 -1.28
15 H 1.93 -0.59 -1.38

Atom charges from the natural (NBO) analysis, given in e for atoms 1 to 8: atom 1 (C): -0.706, atom 2 (C): 0.034, atom 3 (N): -0.008, atom 4 (F): -0.275, atom 5 (H): 0.248, atom 6 (H): 0.240, atom 7 (H): 0.268, atom 8 (H): 0.194

***

Computed, not measured: C13H27O6Se2V as an isolated structure, with ωB97M-V/def2-TZVPD.

## Properties
Multiplicity: 2
Molar mass (g mol⁻¹): 488.22
Charge: +1
Kohn-Sham gap (spin up / spin down) (eV): 8.028 / 7.470
HOMO energy (spin up / spin down) (Eh): -0.3734 / -0.3529

Element x y z (Å)
1 V 0.25 -0.24 -0.15
2 C -0.16 1.76 -2.56
3 C -1.57 1.76 -2.02
4 O -1.65 0.72 -1.04
5 C -2.83 0.86 -0.24
6 C -2.76 -0.16 0.87
7 O -1.48 -0.20 1.49
8 C -1.24 0.67 2.60
9 C -0.82 2.04 2.14
10 O 0.14 1.87 1.10
11 C 0.36 3.08 0.37
12 C 1.25 2.73 -0.80
13 O 0.78 1.58 -1.50
14 H 0.04 2.68 -3.12
15 H -0.01 0.91 -3.22
16 H -2.29 1.57 -2.83
17 H -1.84 2.71 -1.56
18 H -3.72 0.68 -0.85
19 H -2.87 1.88 0.15
20 H -2.91 -1.16 0.46
21 H -3.54 0.03 1.61
22 H -0.45 0.19 3.17
23 H -2.13 0.73 3.24
24 H -0.38 2.59 2.98
25 H -1.66 2.63 1.76
26 H 0.86 3.82 1.00
27 H -0.60 3.50 0.06
28 H 2.24 2.45 -0.43
29 H 1.35 3.58 -1.47
30 C -1.16 -3.25 1.23
31 Se -0.81 -2.68 -0.59
32 C 0.95 -3.51 -0.72
33 C 1.61 -3.04 -2.00
34 Se 1.78 -1.10 -2.05
35 C 3.62 -0.95 -1.44
36 H -0.49 -2.73 1.91
37 H -1.01 -4.33 1.28
38 H -2.20 -3.03 1.47
39 H 0.84 -4.59 -0.70
40 H 1.51 -3.17 0.16
41 H 1.03 -3.32 -2.88
42 H 2.61 -3.47 -2.11
43 H 4.29 -1.48 -2.12
44 H 3.69 -1.35 -0.43
45 H 3.87 0.11 -1.44
46 O 1.35 -1.06 3.41
47 C 1.89 -0.83 2.34
48 O 1.40 -1.14 1.18
49 H 2.87 -0.33 2.29

Atom charges from the natural (NBO) analysis, given in e for atoms 1 to 8: atom 1 (V): 0.925, atom 2 (C): -0.079, atom 3 (C): -0.089, atom 4 (O): -0.571, atom 5 (C): -0.086, atom 6 (C): -0.076, atom 7 (O): -0.549, atom 8 (C): -0.100

***

Computed, not measured: a single C4H5NO2 molecule at a distorted geometry, with ωB97M-V/def2-TZVPD.

## Properties
Molar mass (g mol⁻¹): 99.09
Kohn-Sham gap (eV): 9.859
HOMO energy (Eh): -0.3296

Element x y z (Å)
1 C -2.14 -0.41 0.07
2 O -1.17 0.68 -0.06
3 C 0.11 0.37 -0.09
4 C 1.30 1.12 -0.17
5 C 2.31 0.01 0.09
6 N 1.72 -1.13 -0.07
7 O 0.35 -0.95 -0.15
8 H -2.03 -1.18 -0.76
9 H -3.14 0.13 -0.23
10 H -2.12 -0.97 1.00
11 H 1.36 2.26 0.15
12 H 3.43 0.08 0.22

Atom charges from the natural (NBO) analysis, given in e for atoms 1 to 8: atom 1 (C): -0.274, atom 2 (O): -0.486, atom 3 (C): 0.616, atom 4 (C): -0.463, atom 5 (C): -0.010, atom 6 (N): -0.156, atom 7 (O): -0.322, atom 8 (H): 0.199

***

Computed, not measured: a single C3H2N4O molecule at a distorted geometry, with ωB97M-V/def2-TZVPD.

## Properties
Molar mass (g mol⁻¹): 110.08
Kohn-Sham gap (eV): 8.797
HOMO energy (Eh): -0.3681

Element x y z (Å)
1 O -2.83 -0.60 0.02
2 C -1.96 0.11 0.14
3 C -0.51 -0.24 -0.08
4 N 0.28 0.85 -0.21
5 C 1.59 0.64 -0.02
6 N 2.06 -0.57 0.26
7 N 1.22 -1.51 0.02
8 N -0.05 -1.43 -0.27
9 H -2.17 1.23 0.40
10 H 2.38 1.52 -0.28

Atom charges from the natural (NBO) analysis, given in e for atoms 1 to 8: atom 1 (O): -0.430, atom 2 (C): 0.404, atom 3 (C): 0.285, atom 4 (N): -0.418, atom 5 (C): 0.235, atom 6 (N): -0.229, atom 7 (N): 0.034, atom 8 (N): -0.212

***

Computed, not measured: a 6-piece molecular cluster, C7H27FO7P overall, with ωB97M-V/def2-TZVPD.

## Properties
Molar mass (g mol⁻¹): 273.26
Charge: -1
Kohn-Sham gap (eV): 6.475
HOMO energy (Eh): -0.1429

Element x y z (Å)
1 O 1.58 0.58 0.21
2 C 0.67 0.44 -0.58
3 O 0.78 -0.55 -1.53
4 C -0.57 1.24 -0.66
5 P -2.18 0.11 -0.52
6 F -2.65 1.01 0.87
7 H -0.05 -1.05 -1.50
8 H -0.55 1.91 0.20
9 H -0.57 1.80 -1.60
10 H -1.40 -0.80 0.34
11 H -3.34 -0.74 -0.34
12 H -2.93 1.05 -1.33
13 H -1.81 -0.62 -1.72
14 C 2.45 -2.20 1.45
15 O 2.15 -3.60 1.49
16 H 2.21 -1.83 0.45
17 H 1.86 -1.63 2.16
18 H 3.52 -2.02 1.64
19 H 2.35 -3.91 2.38
20 C 0.85 3.70 -3.87
21 O 0.42 2.37 -3.67
22 H -0.04 4.32 -3.87
23 H 1.51 4.05 -3.07
24 H 1.37 3.83 -4.83
25 H 1.19 1.79 -3.64
26 C 0.51 5.71 -0.18
27 O 0.16 4.35 -0.04
28 H -0.41 6.28 -0.13
29 H 1.18 6.06 0.62
30 H 1.00 5.92 -1.14
31 H 0.94 3.79 -0.08
32 C 3.72 -6.48 1.11
33 O 3.89 -7.14 2.36
34 H 4.12 -5.47 1.22
35 H 4.27 -6.99 0.31
36 H 2.67 -6.39 0.83
37 H 3.53 -8.02 2.28
38 C -5.18 0.15 2.45
39 O -6.12 -0.69 1.76
40 H -5.01 1.02 1.83
41 H -5.59 0.46 3.42
42 H -4.23 -0.35 2.59
43 H -6.26 -1.47 2.30

Atom charges from the natural (NBO) analysis, given in e for atoms 1 to 8: atom 1 (O): -0.641, atom 2 (C): 0.809, atom 3 (O): -0.763, atom 4 (C): -0.861, atom 5 (P): 0.870, atom 6 (F): -0.681, atom 7 (H): 0.501, atom 8 (H): 0.233

***

Computed, not measured: a 2-piece molecular cluster, C16H26I2N2OP overall at a distorted geometry, with ωB97M-V/def2-TZVPD.

## Properties
Molar mass (g mol⁻¹): 547.18
Charge: +1
Kohn-Sham gap (eV): 6.296
HOMO energy (Eh): -0.3644

Element x y z (Å)
1 C 2.06 3.45 0.47
2 C 2.48 2.35 0.71
3 P 2.85 0.64 0.54
4 C 2.90 -0.02 2.25
5 N 3.26 1.09 3.16
6 O 1.80 -0.11 -0.38
7 C 0.68 0.69 -0.88
8 C -0.11 -0.14 -1.94
9 C 0.00 -1.64 -1.70
10 C -1.57 0.40 -2.01
11 C -1.63 1.95 -1.87
12 C -2.47 -0.28 -0.96
13 C 4.51 0.58 -0.19
14 I 5.63 2.41 -0.21
15 C 5.04 -0.53 -0.66
16 C 6.43 -0.63 -1.26
17 I 3.98 -2.38 -0.62
18 H 1.66 4.40 0.20
19 H 1.92 -0.43 2.54
20 H 3.66 -0.80 2.35
21 H 3.56 0.68 4.04
22 H 4.04 1.60 2.78
23 H 0.00 0.89 -0.05
24 H 0.99 1.60 -1.38
25 H 0.36 0.11 -2.90
26 H -0.66 -2.14 -2.42
27 H 1.01 -2.00 -1.88
28 H -0.31 -1.95 -0.70
29 H -1.93 0.19 -3.02
30 H -0.81 2.37 -2.47
31 H -1.46 2.27 -0.84
32 H -2.55 2.35 -2.27
33 H -1.94 -0.30 0.00
34 H -2.62 -1.33 -1.25
35 H -3.46 0.15 -0.89
36 H 6.77 0.29 -1.71
37 H 6.40 -1.39 -2.04
38 H 7.09 -1.00 -0.47
39 N -5.17 -0.37 1.72
40 C -4.67 -1.56 2.18
41 C -5.68 -2.48 2.11
42 C -6.83 -1.82 1.60
43 C -6.48 -0.52 1.37
44 H -4.65 0.49 1.66
45 H -3.65 -1.65 2.51
46 H -5.61 -3.52 2.41
47 H -7.80 -2.25 1.42
48 H -7.05 0.31 0.98

Atom charges from the natural (NBO) analysis, given in e for atoms 1 to 8: atom 1 (C): 0.027, atom 2 (C): -0.511, atom 3 (P): 1.897, atom 4 (C): -0.574, atom 5 (N): -0.813, atom 6 (O): -0.790, atom 7 (C): -0.077, atom 8 (C): -0.226

***

Computed, not measured: C5H9CuLiO4 as an isolated structure at a distorted geometry, with ωB97M-V/def2-TZVPD.

## Properties
Multiplicity: 2
Molar mass (g mol⁻¹): 203.61
Kohn-Sham gap (spin up / spin down) (eV): 4.846 / 4.997
HOMO energy (spin up / spin down) (Eh): -0.2398 / -0.2514

Element x y z (Å)
1 C -2.20 0.06 0.95
2 C -2.45 1.51 1.40
3 O -1.34 2.30 1.50
4 Li 0.37 1.92 1.56
5 H -3.20 -0.39 1.13
6 H -1.49 0.02 -0.02
7 H -1.81 -0.91 1.29
8 H -3.03 1.47 2.36
9 H -3.20 1.94 0.69
10 O 0.68 -0.92 0.18
11 C 1.84 -0.20 0.32
12 C 0.72 -1.60 -1.18
13 O 1.81 1.02 0.77
14 O 2.67 -0.35 -0.83
15 C 2.00 -1.10 -1.83
16 Cu 3.53 1.72 -0.59
17 H -0.15 -1.43 -1.82
18 H 0.79 -2.68 -1.01
19 H 1.80 -0.44 -2.69
20 H 2.65 -1.92 -2.18

Atom charges from the natural (NBO) analysis, given in e for atoms 1 to 8: atom 1 (C): -0.716, atom 2 (C): -0.024, atom 3 (O): -1.070, atom 4 (Li): 0.937, atom 5 (H): 0.212, atom 6 (H): 0.184, atom 7 (H): 0.219, atom 8 (H): 0.116

***

Computed, not measured: a 2-piece molecular cluster, C7H14OS overall at a distorted geometry, with ωB97M-V/def2-TZVPD.

## Properties
Molar mass (g mol⁻¹): 146.26
Kohn-Sham gap (eV): 8.700
HOMO energy (Eh): -0.3018

Element x y z (Å)
1 C -2.35 -0.45 -0.02
2 C -0.96 -1.12 0.12
3 C -0.18 -1.17 -1.17
4 C -1.10 -2.49 0.85
5 S 0.27 -0.06 1.19
6 O -0.56 0.22 2.61
7 H -2.81 -0.20 0.90
8 H -2.11 0.52 -0.46
9 H -3.04 -0.93 -0.62
10 H -0.82 -1.62 -2.07
11 H 0.65 -1.93 -0.98
12 H -0.01 -0.18 -1.52
13 H -1.68 -3.07 0.13
14 H -0.18 -3.05 0.93
15 H -1.62 -2.44 1.80
16 H -0.64 1.21 3.01
17 C 1.53 3.64 0.08
18 C 1.33 2.48 -0.50
19 C 2.57 2.61 0.42
20 H 1.19 4.56 0.29
21 H 0.73 1.92 -1.12
22 H 3.59 2.87 -0.17
23 H 2.61 2.09 1.34

Atom charges from the natural (NBO) analysis, given in e for atoms 1 to 8: atom 1 (C): -0.634, atom 2 (C): -0.079, atom 3 (C): -0.659, atom 4 (C): -0.631, atom 5 (S): 0.454, atom 6 (O): -0.901, atom 7 (H): 0.223, atom 8 (H): 0.207